Entry 1:
The following is a quantum chemistry calculation of C24H16BF5IrN10OSe as an isolated structure, from the Open Molecules 2025 dataset.

CARTESIAN COORDINATES (ANGSTROEM)
1 Ir 0.2023 -0.0602 -0.3510
2 Se 3.6710 0.9645 -0.5203
3 F -1.4902 4.2371 -0.3121
4 F -1.4289 6.2753 -2.1282
5 F -0.2658 5.8477 -4.5158
6 F 0.8158 3.4866 -5.1673
7 F 0.7508 1.4339 -3.3757
8 O -0.4205 1.8918 -0.9004
9 N 0.5395 -1.8479 0.4585
10 N -2.1574 -0.6882 1.3106
11 N -0.0794 -2.0745 1.6401
12 N 4.5239 0.4553 -1.9620
13 N 2.1805 0.0658 -0.9963
14 N -0.2208 0.2766 2.5018
15 N -1.7643 -0.3668 0.0615
16 N -1.2176 -1.1492 4.8078
17 N 0.5367 0.6816 1.4466
18 N -1.5967 -1.6078 3.5843
19 C -2.4815 -2.6417 3.7121
20 C -0.9088 5.1007 -2.3962
21 C 0.2716 3.6363 -3.9820
22 C -3.4835 -0.5515 1.4041
23 C 1.8745 -1.8722 -4.0558
24 C 0.7068 2.2217 3.0350
25 C 3.7386 -0.3189 -2.6846
26 C 1.0620 1.8825 1.7482
27 C 0.3504 -3.2475 2.1301
28 C -0.3023 4.8864 -3.6458
29 C 2.4210 -0.5462 -2.1503
30 C -0.1053 1.1805 3.4748
31 C 1.3558 -2.8766 0.2135
32 C -3.9722 -0.1250 0.1780
33 C 1.4849 -1.3441 -2.8677
34 C -2.8532 -0.0067 -0.6309
35 C -0.3565 2.7867 -1.7828
36 C -0.9388 4.0788 -1.4898
37 C -1.8662 -1.8913 5.6807
38 C -2.6810 -2.8540 5.0462
39 C 4.1089 -0.9103 -3.9358
40 C 3.1910 -1.6568 -4.5908
41 C 0.2414 2.6210 -3.0774
42 C 1.2594 -3.7974 1.2462
43 B -1.0411 -1.0467 2.3289
44 H 0.4882 -1.5540 -2.4736
45 H 1.9558 -2.9009 -0.6812
46 H -3.9942 -0.7716 2.3273
47 H -0.0149 -3.6118 3.0757
48 H -2.7808 0.2817 -1.6673
49 H -4.9983 0.0579 -0.0865
50 H -1.7343 -1.7151 6.7361
51 H -0.5721 0.9974 4.4274
52 H -3.3112 -3.5956 5.5047
53 H 1.0091 3.0888 3.5946
54 H 3.4399 -2.1140 -5.5383
55 H -2.8890 -3.1452 2.8490
56 H 5.1054 -0.7425 -4.3197
57 H 1.1838 -2.4844 -4.6207
58 H 1.6783 2.4135 1.0424
59 H 1.7795 -4.7337 1.3403

Values from the calculation:
- Multiplicity: 2
- ΔE to the lowest compared entry with this formula, charge and spin: 0.0 kJ/mol
- Charge: +2
- Strongest force on any atom: 0.7 eV/Å

***

Entry 2:
The following is a quantum chemistry calculation of C33H29BrF4MnN4P as an isolated structure, from the Open Molecules 2025 dataset.

CARTESIAN COORDINATES (ANGSTROEM)
1 Br 2.7229 2.0845 2.2798
2 Mn 1.0480 -0.4140 -0.7044
3 P -0.1540 1.2913 0.7633
4 F 2.2288 3.4141 4.8446
5 F -2.5322 2.3354 2.5655
6 F -0.0692 4.0808 6.0437
7 F -2.4215 3.5158 4.8595
8 N 2.5112 -0.7735 -2.3526
9 N -0.2764 -0.0686 -2.4133
10 N 0.5048 -2.3987 0.2611
11 N 1.3733 -2.8325 1.0202
12 C -2.7112 0.9361 -0.3980
13 C 3.6311 -2.5460 1.7838
14 C 2.6572 -0.8670 0.3603
15 C -0.8550 4.8401 -1.1710
16 C 1.0558 2.4347 3.0615
17 C 0.9543 -1.2085 -4.2525
18 C 1.0832 3.0954 4.2688
19 C 2.0837 -1.7555 -3.3993
20 C -2.8917 -3.4454 -0.7552
21 C -0.9766 -4.1906 1.1285
22 C -0.0922 3.4488 4.8987
23 C -1.6932 -2.7569 -0.6694
24 C -1.0019 3.7468 -0.3301
25 C -3.1392 -4.4990 0.1102
26 C -0.7322 -3.1300 0.2565
27 C -2.1828 -0.3704 1.5625
28 C -4.3516 -0.5538 0.5464
29 C 4.8256 -1.8417 1.7921
30 C 4.9421 -0.6693 1.0597
31 C 1.1895 3.9164 -2.0543
32 C 3.8541 -0.1838 0.3350
33 C -2.1828 -4.8633 1.0555
34 C -1.3164 2.4907 3.0832
35 C -3.4521 -0.9217 1.5410
36 C -1.8190 0.5875 0.6143
37 C -1.2889 3.1521 4.2939
38 C -0.3610 -1.0816 -3.5166
39 C -0.0551 2.7216 -0.3545
40 C -0.1521 2.0796 2.4339
41 C 1.0395 2.8197 -1.2148
42 C 0.2375 4.9244 -2.0307
43 C -3.9772 0.3585 -0.4309
44 C 2.5566 -2.0675 1.0508
45 H -1.4834 -0.6579 2.3446
46 H -2.4488 1.6954 -1.1254
47 H 3.3588 -1.1088 -1.9182
48 H -4.0782 -5.0371 0.0532
49 H -1.2121 0.1096 -2.0576
50 H -1.5936 5.6343 -1.1514
51 H -3.6339 -3.1571 -1.4906
52 H 2.0534 4.0001 -2.7057
53 H 1.8088 2.0577 -1.1909
54 H 5.6715 -2.2150 2.3568
55 H 2.9324 -1.9995 -4.0332
56 H -5.3508 -0.9757 0.5353
57 H -4.6780 0.6419 -1.2072
58 H 0.3523 5.7891 -2.6746
59 H -0.6310 -2.0410 -3.0890
60 H 1.2447 -0.2371 -4.6771
61 H -3.7412 -1.6382 2.3028
62 H -1.5031 -1.9177 -1.3218
63 H -1.8531 3.6919 0.3416
64 H 3.5125 -3.4781 2.3277
65 H 3.9653 0.7401 -0.2293
66 H 0.0081 0.8153 -2.8232
67 H 1.7735 -2.6709 -2.8946
68 H -0.2174 -4.4850 1.8413
69 H 2.7720 0.0913 -2.8148
70 H 0.8037 -1.8803 -5.0967
71 H 5.8773 -0.1201 1.0503
72 H -2.3770 -5.6889 1.7316
73 H -1.1462 -0.7934 -4.2107

Values from the calculation:
- Total energy: -5959.22097 a.u.
- Multiplicity: 5
- Charge: +2
- Strongest force on any atom: 1.0 eV/Å

***

Entry 3:
The following is a quantum chemistry calculation of a 2-piece molecular cluster, C34H33BF8O2S overall at a distorted geometry, from the Open Molecules 2025 dataset.

CARTESIAN COORDINATES (ANGSTROEM)
1 S -2.3948 3.3158 -0.5247
2 F 1.7059 3.8331 2.2478
3 F 1.3070 -0.1023 -3.3752
4 F 5.9085 -2.0499 1.9472
5 F -0.0585 4.8243 1.3996
6 F 3.1010 0.9066 -2.5995
7 F 1.5961 2.0319 -3.7721
8 F 1.8833 5.0012 0.4028
9 F 4.3085 -3.1730 -2.7000
10 O -2.0775 -1.2907 0.5251
11 O -2.3586 0.4371 2.0469
12 C -4.2759 4.6377 -2.1424
13 C -0.8421 1.0428 -0.0139
14 C 2.7573 -0.4055 0.9572
15 C 1.7430 1.0630 -2.8236
16 C 3.7109 -1.4224 1.2950
17 C 2.2699 -4.2218 -1.9982
18 C 1.0144 -4.1008 -1.3652
19 C 2.7676 -1.9338 -1.3848
20 C 0.7250 2.8913 0.2994
21 C -3.3657 2.2659 -2.6099
22 C 1.5955 -1.8849 -0.5925
23 C 1.2670 2.6656 -0.9787
24 C 4.4057 1.2398 1.6989
25 C -4.3837 -0.0424 3.1547
26 C 5.3821 0.2581 1.8886
27 C -3.1342 -2.5604 2.3048
28 C 0.6740 -2.9294 -0.7058
29 C -1.7264 1.7947 -1.0181
30 C 1.0439 1.4161 -1.5314
31 C 6.7632 0.5823 2.2752
32 C 2.7528 -5.4882 -2.6043
33 C 3.1042 0.9110 1.3256
34 C -0.2147 2.0653 0.8457
35 C -2.4225 1.3157 -2.1127
36 C 3.1085 -3.1092 -2.0117
37 C -3.3467 -1.5407 1.2089
38 C 4.9718 -1.0683 1.7287
39 C -4.4413 0.7678 0.8212
40 C 1.0710 4.1330 1.0634
41 C -4.3130 -2.0723 0.1822
42 C -3.6818 -0.1053 1.8189
43 C 1.4646 -0.6836 0.2696
44 C -3.4451 3.4323 -1.8845
45 C 0.2343 0.4638 -0.9116
46 B -1.6048 -0.0964 1.0245
47 H -3.9885 2.0830 -3.4973
48 H 3.4539 -1.1001 -1.4550
49 H 0.6282 -0.6145 0.9689
50 H 1.9588 -6.2462 -2.5987
51 H 6.9669 0.2443 3.2954
52 H 6.9072 1.6593 2.2352
53 H -5.4203 -0.3848 3.0366
54 H 0.3180 -4.9289 -1.4444
55 H -2.3070 0.2976 -2.5055
56 H -4.2465 -1.5063 -0.7527
57 H -2.3488 -2.2452 3.0088
58 H -4.3526 1.8059 1.1680
59 H 7.4921 0.1153 1.6077
60 H -5.3463 -2.0598 0.5402
61 H -0.3163 -2.8230 -0.2537
62 H 1.8999 3.4173 -1.4447
63 H 3.6120 -5.8959 -2.0437
64 H 3.0807 -5.3117 -3.6377
65 H -5.1128 4.7459 -1.4376
66 H -3.8593 -0.6386 3.9035
67 H -4.0704 -2.7203 2.8659
68 H -4.0803 -3.1199 -0.0676
69 H -4.3843 1.0128 3.4765
70 H -5.5080 0.4769 0.8103
71 H -4.0463 0.7058 -0.2025
72 H -0.1352 -0.3607 -1.5455
73 H 4.6621 2.2871 1.8381
74 H -2.8478 -3.5345 1.8731
75 H -4.6842 4.5850 -3.1546
76 H -0.6080 2.2967 1.8452
77 H 3.4631 -2.4827 1.1900
78 H 2.3389 1.6850 1.3431
79 H -3.6682 5.5405 -2.0359

Values from the calculation:
- ΔE to the lowest compared entry with this formula, charge and spin: 0.0 kJ/mol
- Strongest force on any atom: 3.3 eV/Å

***

Entry 4:
The following is a quantum chemistry calculation of C28H31ClN2OPSm as an isolated structure at a distorted geometry, from the Open Molecules 2025 dataset.

CARTESIAN COORDINATES (ANGSTROEM)
1 Sm -0.4656 -0.1272 0.5567
2 Cl -0.5972 0.6470 2.9378
3 P 0.0650 -0.1794 -2.3000
4 O 2.1147 -1.2773 3.9291
5 N 0.9577 -2.7758 5.2333
6 N -0.2718 -2.3107 0.6912
7 C -0.6235 -4.4767 1.6046
8 C -0.9037 -3.5176 0.6538
9 C -0.5889 4.4241 -2.7257
10 C -1.1717 2.1612 -3.4260
11 C -0.4193 -3.2945 5.4477
12 C 3.8718 -1.3368 -3.1823
13 C 0.7157 -2.0983 1.6236
14 C -1.5363 -2.2574 5.3758
15 C 1.5523 -2.1990 6.4587
16 C 2.6222 -1.2261 -2.5834
17 C -2.2086 -2.3703 -4.9363
18 C 1.5714 -0.5505 -3.2366
19 C 4.0694 -0.8384 -4.4736
20 C 0.2886 -4.2113 2.6361
21 C -1.3858 3.5448 -3.4718
22 C 0.8294 -2.9251 2.7422
23 C -3.4985 -2.2065 -4.4155
24 C -2.6197 -0.7712 -2.6877
25 C 1.7515 -0.1102 -4.5580
26 C -3.7005 -1.4254 -3.2720
27 C 3.0490 -2.4083 6.6020
28 C -1.1096 -1.7821 -4.3039
29 C 1.3601 -2.2525 4.0129
30 C -0.1626 1.6388 -2.6009
31 C -1.3155 -0.9488 -3.1939
32 C 0.6935 2.5336 -1.9247
33 C 2.9987 -0.2658 -5.1734
34 C 0.4630 3.9064 -1.9662
35 H 1.0829 -2.7179 7.2910
36 H -0.2201 -5.0013 -4.5547
37 H 3.1314 0.0778 -6.1987
38 H 3.6337 -2.1305 5.7216
39 H 1.3021 -1.1345 6.5355
40 H -2.1727 3.9322 -4.1172
41 H -1.2034 -5.3940 1.5787
42 H -0.7757 5.4964 -2.7733
43 H -4.3391 -2.6888 -4.9122
44 H 0.9270 0.3479 -5.1045
45 H -0.3946 -3.7434 6.4552
46 H -2.0394 -2.9529 -5.8402
47 H 0.5256 -4.9225 -4.5084
48 H -0.1033 -1.9360 -4.6848
49 H -2.5147 -2.7474 5.4554
50 H 5.0506 -0.8876 -4.9458
51 H -1.5053 -1.7081 4.4320
52 H 2.4511 -1.6567 -1.6003
53 H 3.3652 -1.7649 7.4281
54 H -1.6703 -3.6140 -0.1240
55 H -4.7095 -1.3040 -2.8637
56 H 1.1213 4.5868 -1.4189
57 H -1.4237 -1.5488 6.2057
58 H 4.7060 -1.8020 -2.6441
59 H 1.5508 2.1437 -1.3743
60 H 3.2475 -3.4539 6.8799
61 H 0.5470 -4.9793 3.3712
62 H 1.3525 -1.1962 1.4677
63 H -1.7699 1.4820 -4.0382
64 H -0.6337 -4.1010 4.7333
65 H -2.8092 -0.0845 -1.8601

Values from the calculation:
- Total energy: -2729.25516 a.u.
- Multiplicity: 6
- Charge: +2
- Strongest force on any atom: 2.6 eV/Å

***

The lowest strongest force on any atom belongs to which entry? C24H16BF5IrN10OSe

***

Which formula does entry 2 have? C33H29BrF4MnN4P